Entry 1:
{
  "formula": "C10H16O",
  "method": "ωB97M-V/def2-TZVPD",
  "elements": ["O", "C", "C", "C", "C", "C", "C", "C", "C", "C", "C", "H", "H", "H", "H", "H", "H", "H", "H", "H", "H", "H", "H", "H", "H", "H", "H"],
  "xyz": [[-1.295, -2.893, -2.428], [-1.839, -0.746, -1.559], [0.417, -1.281, -2.286], [-0.578, 0.284, 2.892], [0.369, 2.409, -1.461], [1.495, -0.897, 2.189], [0.927, 0.274, 2.991], [0.841, 0.033, -2.065], [-1.422, 0.606, -1.419], [-0.096, 0.960, -1.540], [-0.933, -1.639, -2.078], [-0.864, 1.125, 3.591], [-2.790, -1.090, -1.169], [-1.124, -0.567, 3.293], [1.185, 2.494, -0.734], [1.014, -1.884, 2.285], [-2.173, -2.942, -2.823], [-2.166, 1.393, -1.267], [1.849, 0.403, -2.270], [0.962, -1.935, -2.978], [1.331, 0.145, 4.073], [-1.032, 0.406, 1.885], [0.865, 2.584, -2.424], [-0.342, 3.221, -1.268], [1.387, 1.244, 2.842], [2.514, -1.027, 2.620], [1.497, -0.679, 1.111]],
  "de_lowest_kcal_mol": 41.3,
  "smiles": "Cc1ccc(O)cc1.CCC",
  "e_homo_ev": -8.47,
  "e_tot_ev": -12675.933,
  "charge": 0
}

Entry 2:
{
  "formula": "C9H16N2O",
  "method": "ωB97M-V/def2-TZVPD",
  "elements": ["O", "N", "N", "C", "C", "C", "C", "C", "C", "C", "C", "C", "H", "H", "H", "H", "H", "H", "H", "H", "H", "H", "H", "H", "H", "H", "H", "H"],
  "xyz": [[2.702, -0.009, 0.592], [-1.240, -0.296, 0.043], [-1.785, 0.116, 1.155], [0.221, -1.897, -1.004], [-2.909, 0.790, 0.844], [1.758, 1.198, -1.395], [0.158, -1.661, 1.527], [1.053, 1.699, 1.040], [-1.958, 0.093, -0.999], [-0.019, -1.012, 0.144], [-3.041, 0.774, -0.530], [1.634, 0.737, 0.036], [-3.468, 1.195, 1.548], [-1.751, -0.219, -2.081], [-0.668, -2.473, -1.292], [1.726, 2.596, 1.225], [2.658, -0.695, -0.031], [-0.089, -2.743, 1.715], [-3.817, 1.404, -1.165], [1.179, 2.060, -1.726], [1.252, 0.406, -2.052], [1.026, -2.754, -0.756], [-0.422, -1.038, 2.256], [0.146, 2.012, 0.750], [0.494, -1.246, -1.867], [1.206, -1.688, 1.806], [2.792, 1.434, -1.802], [1.163, 1.217, 2.019]],
  "de_lowest_kcal_mol": 116.1,
  "e_homo_ev": -7.36,
  "e_tot_ev": -14615.747,
  "charge": 0
}

Entry 3:
{
  "formula": "H3N2P",
  "method": "ωB97M-V/def2-TZVPD",
  "elements": ["P", "N", "N", "H", "H", "H"],
  "xyz": [[-0.805, 0.397, 0.913], [-0.397, 0.339, -0.820], [-0.203, -0.877, -0.118], [0.472, 0.813, -0.760], [-0.937, -1.513, -0.339], [0.326, 0.903, 1.491]],
  "de_lowest_kcal_mol": 49.7,
  "smiles": "[nH]1[nH][pH]1",
  "e_homo_ev": -9.81,
  "e_tot_ev": -12315.303,
  "charge": 0
}

Entry 4:
{
  "formula": "C27H35IrN4O3",
  "method": "ωB97M-V/def2-TZVPD",
  "elements": ["Ir", "O", "O", "O", "N", "N", "N", "N", "C", "C", "C", "C", "C", "C", "C", "C", "C", "C", "C", "C", "C", "C", "C", "C", "C", "C", "C", "C", "C", "C", "C", "C", "C", "C", "C", "H", "H", "H", "H", "H", "H", "H", "H", "H", "H", "H", "H", "H", "H", "H", "H", "H", "H", "H", "H", "H", "H", "H", "H", "H", "H", "H", "H", "H", "H", "H", "H", "H", "H", "H"],
  "xyz": [[0.074, 0.114, 0.236], [1.799, 1.009, -0.503], [-1.628, -0.901, 0.374], [3.967, 2.653, -1.298], [-0.607, -2.342, -1.097], [0.384, -1.373, -1.047], [3.878, -2.525, 3.288], [1.235, -0.990, 1.776], [1.366, -1.554, -1.862], [-0.649, 2.175, 0.748], [-3.298, 1.348, 0.933], [2.635, 0.586, -1.368], [-2.798, -2.879, -0.238], [-2.148, 4.471, -1.799], [2.979, 3.509, -0.679], [-5.030, -4.511, -0.069], [-2.723, -4.207, -0.668], [3.514, -1.110, -2.888], [-5.110, -3.189, 0.351], [-3.994, -2.376, 0.276], [2.518, -0.695, -2.031], [-0.742, 2.552, -2.635], [-3.838, -5.020, -0.571], [-2.424, 0.971, 1.948], [-2.875, 2.085, -0.160], [2.672, -0.697, 1.941], [-1.105, 3.418, -1.416], [3.292, -1.126, 3.277], [-1.551, 2.536, -0.282], [-2.889, 0.171, 3.112], [3.779, 1.432, -1.720], [-1.621, -2.019, -0.336], [-1.066, 1.381, 1.835], [4.796, 0.911, -2.541], [4.665, -0.321, -3.113], [-0.022, 1.771, -2.374], [-0.452, 1.340, 2.729], [4.113, -0.461, 3.535], [4.410, -2.681, 4.153], [-4.049, -1.343, 0.593], [-3.596, 2.363, -0.917], [3.168, -3.261, 3.247], [-1.797, -4.591, -1.072], [3.486, 4.460, -0.564], [0.713, -0.722, 2.607], [-3.916, 0.415, 3.379], [-2.482, 5.046, -0.935], [1.051, -1.978, 1.608], [-2.874, -0.890, 2.835], [4.529, -2.675, 2.511], [1.287, -2.431, -2.498], [-1.632, 2.071, -3.044], [-3.018, 4.022, -2.277], [5.436, -0.691, -3.775], [0.285, 2.721, 0.829], [2.807, 0.381, 1.866], [2.125, 3.609, -1.347], [-4.342, 1.072, 1.016], [5.653, 1.542, -2.737], [-1.711, 5.167, -2.513], [2.567, -1.096, 4.091], [2.677, 3.110, 0.284], [-0.199, 3.936, -1.085], [-6.043, -2.798, 0.733], [-2.256, 0.309, 3.987], [3.413, -2.055, -3.407], [-5.904, -5.145, -0.017], [-3.782, -6.051, -0.892], [-0.310, 3.176, -3.418], [3.209, -1.133, 1.096]],
  "de_lowest_kcal_mol": 22.7,
  "e_homo_ev": [-15.73, -15.71],
  "e_tot_ev": -43481.149,
  "charge": 3,
  "spin_multiplicity": 2
}

Entry 5:
{
  "formula": "C2H3N2O2",
  "method": "ωB97M-V/def2-TZVPD",
  "elements": ["O", "O", "N", "N", "C", "C", "H", "H", "H"],
  "xyz": [[-2.984, 2.418, -1.125], [-2.577, 2.893, 1.103], [0.775, -0.266, 0.407], [0.150, -0.131, -0.968], [-0.643, 0.042, 0.281], [-2.645, 2.494, -0.006], [-1.234, -0.958, 0.599], [0.113, -1.002, -1.371], [1.484, 0.414, 0.534]],
  "de_lowest_kcal_mol": 69.5,
  "e_homo_ev": -1.56,
  "e_tot_ev": -9194.690,
  "charge": -1
}

Entry 6:
{
  "formula": "C3H4KLi2O2",
  "method": "ωB97M-V/def2-TZVPD",
  "elements": ["K", "O", "O", "C", "C", "C", "Li", "Li", "H", "H", "H", "H"],
  "xyz": [[5.575, 0.208, -0.379], [0.695, -0.792, 0.467], [2.685, -0.006, 0.536], [1.557, 0.104, -0.013], [-0.708, -0.874, -0.078], [-1.464, 0.419, -0.064], [-3.198, 1.304, 0.949], [-0.015, 1.554, -1.257], [-1.156, -1.514, 0.702], [-0.777, -1.613, -0.882], [-1.972, 0.746, -0.995], [-1.222, 0.464, 1.015]],
  "e_homo_ev": [-2.81, -5.89],
  "e_tot_ev": -24000.148,
  "charge": 0,
  "spin_multiplicity": 2
}